Below is 3 unconnected molecules or ions with the total composition C15H35BrF4N4O4P, with properties calculated with ωB97M-V/def2-TZVPD.

Calculated values
Relative energy (zero: lowest compared OMol25 entry of this formula, charge and spin), kcal per mole: 0.0
Lowest unoccupied orbital energy, eV: -3.4
Charge: +1

Geometry as XYZ:
```
64
Properties=species:S:1:pos:R:3:forces:R:3:lowdin_charge:R:1
N -1.61523 -3.50450 2.31284 0.63 0.29 -1.12 -0.137
P -2.43709 -2.84971 1.15508 1.37 -1.27 2.49 0.484
O -2.86223 -3.94791 0.08037 -0.24 0.91 -0.52 -0.117
O -3.74508 -2.21476 1.77280 -0.15 0.07 -1.10 -0.136
C -1.42114 -1.49318 0.37397 -2.14 0.45 -0.20 -0.337
N -0.03747 -1.95265 0.06629 0.66 -0.28 -0.03 0.078
C 0.22011 -2.12931 -1.39094 -0.36 -0.18 -1.12 -0.063
C 0.09227 -0.82870 -2.19584 -0.60 0.20 0.54 -0.141
C 1.40760 -0.04981 -2.39721 -0.17 -0.40 0.15 -0.453
F 1.20108 1.27408 -2.30533 -0.35 0.42 0.24 0.126
F 1.85350 -0.27343 -3.64329 0.27 -0.30 -0.32 0.148
C 2.55559 -0.37897 -1.40912 0.58 1.22 -0.19 -0.322
F 3.22018 -1.47636 -1.77563 -0.33 -0.93 0.06 0.120
F 3.44220 0.62732 -1.49182 0.17 0.37 0.07 0.117
C -1.08068 0.05783 -1.63052 -0.15 -1.11 -0.07 -0.162
C -2.10794 -0.79238 -0.82733 1.12 0.87 -0.12 -0.650
Br -3.38227 0.49518 -0.08757 0.02 -0.45 -0.30 0.839
H -0.69430 -3.08488 2.43068 -0.13 -0.10 0.65 -0.061
H -2.25044 -4.69812 0.14816 -0.25 0.00 0.16 0.095
H -3.73229 -2.45734 2.71584 -0.05 0.07 -0.09 0.107
H -1.34529 -0.73685 1.15937 0.10 -0.20 0.06 0.121
H 0.59729 -1.27895 0.50206 0.12 -0.15 -0.10 0.158
H 0.19020 -2.85501 0.50634 -0.39 0.17 0.38 0.155
H -0.57104 -2.79551 -1.74716 0.03 -0.01 0.22 0.147
H 1.14674 -2.67972 -1.56218 0.11 0.27 0.29 0.148
H -0.23261 -1.13444 -3.19214 0.28 -0.03 0.00 0.165
H 2.25772 -0.41050 -0.35268 -0.17 -0.32 -0.07 0.160
H -1.62024 0.42543 -2.50158 0.12 0.55 0.24 0.125
H -0.74564 0.87740 -0.99396 0.08 0.02 -0.22 0.104
H -2.62204 -1.47601 -1.50226 -0.17 -0.04 0.26 0.107
C 2.18127 -1.27975 5.10413 -0.16 0.09 0.05 -0.062
C 2.13526 -2.65091 4.43838 0.14 0.32 0.26 -0.413
C 3.48002 -3.38952 4.43534 -0.05 -0.30 -0.13 -0.201
O 4.40620 -2.91116 3.47780 -0.08 0.08 0.15 -0.192
C 5.13647 -1.75799 3.87059 0.09 -0.01 -0.27 -0.095
N 1.60733 -2.50344 3.07292 -0.26 -0.07 -0.69 0.022
H 2.65447 -0.52643 4.47368 0.07 -0.06 -0.01 0.064
H 1.17030 -0.92881 5.31494 0.01 -0.03 -0.03 0.078
H 2.72168 -1.32200 6.05021 0.02 -0.01 -0.03 0.087
H 1.43252 -3.26134 5.01125 0.01 -0.09 -0.10 0.142
H 3.29060 -4.43149 4.16221 0.05 0.02 -0.06 0.126
H 3.92795 -3.40605 5.43506 -0.04 0.14 0.03 0.128
H 5.35097 -1.75641 4.94170 -0.07 0.01 0.02 0.096
H 4.60183 -0.84663 3.59280 0.03 0.08 0.17 0.072
H 6.08145 -1.76326 3.32859 -0.02 -0.09 0.01 0.092
H 1.48076 -3.42943 2.66630 0.14 -0.10 0.20 0.069
H 2.35244 -2.08928 2.51364 0.12 -0.05 0.15 0.064
C -1.83657 5.40570 -4.57654 0.03 0.16 -0.11 -0.068
C -3.15271 5.05594 -3.88900 0.35 -0.18 0.02 -0.427
C -3.08805 5.13476 -2.35560 -0.36 0.10 -0.03 -0.201
O -2.42522 4.04170 -1.73679 0.14 0.12 0.04 -0.211
C -1.01295 4.13555 -1.72304 -0.10 -0.31 0.02 -0.110
N -3.59136 3.73340 -4.34797 -0.15 0.02 0.21 0.040
H -1.10744 4.59723 -4.51407 -0.04 -0.02 0.06 0.062
H -2.00585 5.59900 -5.63572 -0.03 -0.05 0.02 0.079
H -1.39130 6.30306 -4.14196 0.01 -0.02 0.01 0.081
H -3.89256 5.79128 -4.21704 -0.06 -0.03 0.09 0.138
H -4.11206 5.10679 -1.97424 0.03 -0.09 0.03 0.123
H -2.65644 6.08582 -2.02053 0.12 -0.03 -0.06 0.123
H -0.67145 5.16739 -1.61173 0.00 0.01 -0.06 0.096
H -0.58516 3.69368 -2.62677 0.13 0.16 -0.03 0.070
H -0.64915 3.55720 -0.87051 -0.06 0.05 0.05 0.078
H -4.51685 3.54340 -3.97200 -0.05 0.04 -0.15 0.073
H -2.99786 3.04379 -3.89331 0.06 0.02 -0.09 0.056
```
Forces are in eV/Å.